# C3H8NS

An isolated ion of composition C3H8NS and charge -1 (ωB97M-V with the def2-TZVPD basis set, the Open Molecules 2025 dataset).

XYZ file:
```
13
Properties=species:S:1:pos:R:3:forces:R:3:mulliken_charge:R:1
N 1.407 0.904 1.501 -0.91 -0.31 -0.43 -0.573
C 0.068 0.474 0.814 0.47 1.56 -0.67 -0.299
C 0.060 -0.059 -0.641 2.01 1.50 -1.91 -0.365
C -0.978 -1.087 -1.067 -1.48 -0.34 0.35 -0.889
S -2.784 -0.582 -1.057 0.83 0.06 0.39 -0.707
H 2.287 0.490 1.177 -0.84 0.03 -0.16 0.206
H 1.542 1.934 1.577 -0.49 -1.38 -0.48 0.217
H -0.573 -0.232 1.308 0.40 -0.51 1.30 0.289
H -0.479 1.407 0.848 -0.43 0.11 -0.03 0.215
H 0.093 0.808 -1.415 0.20 -1.23 1.29 0.200
H 1.022 -0.624 -0.659 -0.10 0.43 -0.58 0.198
H -0.736 -1.841 -0.318 -0.71 -0.80 0.09 0.252
H -0.930 -1.593 -2.069 1.06 0.88 0.84 0.257
```
Forces are in eV/Å.

The total charge is -1. The value obtained for the LUMO energy is 4.0 eV. The energy above the lowest of the compared OMol25 structures with the same formula, charge and spin is 128.8 kJ/mol. For the max |F|, the calculation gives 0.0613 Eh/bohr. As for the HOMO-LUMO gap: 6.24 eV.